A structure of composition C18H25F3N4O6RhS2SbSe4Si. Source: OMol25; level of theory: ωB97M-V with the def2-TZVPD basis set.

Last column: Löwdin spin population.
CARTESIAN COORDINATES (ANGSTROEM)
Rh: -0.10850 -0.24088 0.39386  2.329
Se: 1.34364 5.88409 -0.57522  0.453
Sb: 2.71715 4.26278 0.74424  0.056
Se: 2.16262 0.81967 -0.49301  0.145
Se: 1.15810 2.18319 1.15304  0.038
Se: 1.92701 5.83282 2.49642  0.565
C: -2.87038 -4.56590 4.77310  0.000
Si: -3.65958 -3.03222 4.02058  0.003
C: -4.86534 -2.32616 5.28456  0.000
C: -4.65749 -3.55500 2.53362  0.006
C: -2.29490 -1.76343 3.78430  0.004
C: -1.75626 -1.22039 4.94126  -0.003
C: -0.71262 -0.29994 4.90399  0.003
C: -0.22775 0.06045 3.66486  0.006
N: -0.72413 -0.43443 2.53394  0.068
C: -1.73361 -1.33848 2.55095  0.010
S: -2.20336 -1.87511 0.98436  0.103
H: -3.62899 -5.31141 5.02823  0.000
H: -2.31596 -4.31828 5.68149  0.000
H: -2.16883 -5.01870 4.06930  0.000
H: -5.64477 -3.05683 5.51805  0.000
H: -5.34846 -1.42887 4.89154  0.000
H: -4.37038 -2.05340 6.21894  0.000
H: -5.44490 -4.24482 2.85618  0.001
H: -4.03135 -4.04573 1.79003  0.003
H: -5.11908 -2.69560 2.04630  0.001
H: -2.15494 -1.51827 5.90765  0.000
H: -0.29020 0.12409 5.80425  0.001
H: 0.58656 0.76672 3.55104  0.000
C: -1.07389 4.51401 3.19908  0.003
C: -1.01525 4.58762 1.68362  0.000
S: -2.24239 5.68638 1.03631  0.000
O: -3.56495 5.18388 1.35132  0.000
O: -1.92338 7.04314 1.41107  -0.001
C: -2.00562 5.53747 -0.73439  0.003
C: -2.93630 4.53865 -1.41076  0.001
N: -2.78986 3.16499 -0.93562  0.001
C: -1.67381 2.40214 -1.06561  0.003
N: -1.75930 1.29691 -0.34217  0.042
C: -2.96167 1.33607 0.29817  0.001
C: -3.60624 2.48284 -0.04827  0.001
N: -4.97183 2.78804 0.22774  0.000
O: -5.59663 3.44626 -0.59354  0.000
O: -5.47700 2.22503 1.17929  0.000
C: -0.52438 2.79080 -1.91434  0.006
H: -0.26273 3.87123 3.54012  0.003
H: -2.02364 4.10244 3.54044  0.000
H: -0.92607 5.50107 3.63665  0.000
H: -1.19705 3.61356 1.22373  0.001
H: -0.05142 4.97065 1.33306  0.000
H: -0.94205 5.32421 -0.87805  0.006
H: -2.18648 6.53656 -1.13302  0.000
H: -2.73547 4.54504 -2.48303  0.000
H: -3.97288 4.81526 -1.25297  0.000
H: -3.30218 0.52025 0.91394  0.000
H: -0.86291 3.07865 -2.91273  0.000
H: 0.16419 1.94938 -1.98162  0.001
H: 0.03228 3.62646 -1.47888  0.010
F: 1.12699 -4.26390 -2.24857  0.002
C: 1.25990 -4.05372 -0.92850  0.004
F: 0.55860 -5.02700 -0.30961  0.001
F: 2.55618 -4.26492 -0.63410  0.001
C: 0.77838 -2.65060 -0.47546  0.004
O: 1.07445 -2.34030 0.68871  0.054
O: 0.12902 -1.98395 -1.30203  0.063

Cartesian forces (eV/Å) of the 3 atoms listed first:
Rh -0.2335 -0.2320 -0.4781
Se 0.7483 0.2145 -0.1171
Sb 0.0899 -0.1797 -0.1460

Relative energy (zero: lowest compared OMol25 entry of this formula, charge and spin) = 14.95 kcal per mole
Multiplicity = 5
Kohn-Sham gap (spin up / spin down) = 6.1 / 5.5 eV
Energy = -12713.50322 a.u.
Charge = -2